ORCA calculation (wB97M-V/def2-TZVPD) on one molecule with the formula C2H3N3O2 in a non-equilibrium geometry.

HOMO energy (alpha / beta) = -8.560 / -8.559 eV
Max |F| = 3.87 eV Å⁻¹
Total energy = -392.51053 hartree
E_LUMO (alpha / beta) = -0.283 / -0.283 eV
Energy relative to the best compared isomer or geometry (same formula, charge and spin) = 743.1 kJ/mol
Charge = 0

Atoms and positions in Å:
C (-0.83, -0.13, -1.28)
C (-0.75, -0.56, 0.05)
N (0.18, 0.46, -1.81)
N (-1.14, -1.35, 0.89)
N (1.02, 0.30, 0.33)
O (1.15, 0.73, -0.98)
O (1.23, 1.46, 1.04)
H (-1.56, -0.54, -1.87)
H (-0.94, -1.31, 1.85)
H (1.64, 0.93, 1.78)